30
Properties=species:S:1:pos:R:3 method="wB97M-V/def2-TZVPD" energy_ha=-1279.593891 de_lowest_kcal_mol=29.8 charge=+1 gap_ev=9.66 homo_ev=-12.49 lumo_ev=-2.83
C -1.677 -3.081 -2.273
C -1.642 -1.735 -2.773
C -1.291 -3.374 -0.982
C -1.089 -0.706 -2.021
C -0.737 -2.300 -0.268
C -0.508 -0.990 -0.793
C 1.204 3.092 0.477
C 2.027 2.453 -0.543
C -0.452 0.918 1.062
C 0.427 0.071 -0.088
C -1.101 0.141 2.113
N 1.527 -0.532 0.705
S 0.830 1.991 1.875
S 1.165 1.073 -1.468
H -2.206 -3.864 -2.753
H -1.840 -1.357 -3.850
H -1.279 -4.422 -0.736
H -1.005 0.344 -2.471
H -0.382 -2.490 0.812
H 1.693 3.936 0.876
H 0.292 3.430 0.062
H 2.353 3.177 -1.323
H 2.937 2.093 -0.230
H -1.136 1.490 0.489
H -0.371 -0.085 2.848
H -1.465 -0.884 1.777
H -1.942 0.549 2.663
H 1.315 -1.464 1.052
H 1.857 0.085 1.448
H 2.259 -0.641 0.030


74
Properties=species:S:1:pos:R:3 method="wB97M-V/def2-TZVPD" energy_ha=-14301.443507 de_lowest_kcal_mol=3.8 charge=-2 gap_ev=4.42 homo_ev=-0.45 lumo_ev=3.96
Ti 1.087 -2.154 1.024
Se 2.356 -1.135 3.376
Se 4.209 -2.451 3.909
Se 4.969 -2.952 1.759
Se 3.053 -3.972 0.925
O 1.009 -2.120 -0.777
C 0.430 -2.976 -1.621
C -0.335 -4.058 -1.191
C -0.922 -4.959 -2.116
C -1.640 -6.051 -1.687
C -1.841 -6.339 -0.326
C -1.298 -5.464 0.591
C -0.571 -4.340 0.202
O -0.094 -3.519 1.141
N -2.211 -6.937 -2.682
O -2.789 -7.948 -2.301
O -2.005 -6.718 -3.869
H 0.600 -2.781 -2.674
H -0.800 -4.792 -3.176
H -2.400 -7.211 -0.028
H -1.424 -5.622 1.655
C -1.344 6.383 1.862
C -1.111 4.983 1.358
C 0.053 4.292 1.659
C 0.282 2.994 1.210
C 1.586 2.341 1.572
C -0.685 2.345 0.427
As -0.440 0.459 -0.255
N -0.071 -0.488 1.308
C -1.163 -0.566 2.174
C -1.089 -1.399 3.315
C -2.140 -1.527 4.199
C -3.336 -0.840 4.011
C -3.436 -0.017 2.904
C -2.383 0.122 2.011
C 1.198 0.899 -1.327
C 0.872 1.598 -2.508
C -0.533 2.029 -2.854
C 1.864 1.948 -3.419
C 3.194 1.620 -3.218
C 4.257 1.983 -4.221
C 3.506 0.922 -2.066
C 2.542 0.557 -1.128
C 3.059 -0.190 0.061
C -1.872 3.036 0.124
C -3.007 2.450 -0.690
C -2.064 4.335 0.590
H -0.473 6.752 2.406
H -2.202 6.419 2.537
H -1.545 7.071 1.038
H 0.813 4.772 2.269
H 2.081 2.885 2.377
H 2.257 2.328 0.709
H 1.444 1.311 1.898
H -0.175 -1.941 3.512
H -2.020 -2.182 5.055
H -4.159 -0.947 4.707
H -4.351 0.536 2.717
H -2.527 0.786 1.176
H -1.256 1.230 -2.690
H -0.583 2.328 -3.902
H -0.838 2.881 -2.244
H 1.577 2.486 -4.318
H 3.858 2.644 -4.991
H 4.651 1.091 -4.713
H 5.097 2.488 -3.740
H 4.536 0.635 -1.873
H 3.780 0.397 0.632
H 3.544 -1.120 -0.235
H 2.283 -0.399 0.791
H -2.860 1.397 -0.917
H -3.117 2.981 -1.639
H -3.947 2.557 -0.144
H -2.994 4.844 0.348


8
Properties=species:S:1:pos:R:3 method="wB97M-V/def2-TZVPD" energy_ha=-674.542898 de_lowest_kcal_mol=91.7 charge=0 gap_ev="8.66 / 8.87" homo_ev="-8.83 / -8.51" lumo_ev="-0.17 / 0.36"
C -0.957 0.933 -0.312
C 0.672 -1.154 0.210
F -0.039 1.680 -0.946
F -1.218 1.366 0.890
F 0.585 -1.023 1.563
I 2.436 -0.449 -0.517
H -1.822 0.689 -0.778
H 0.343 -2.041 -0.110


91
Properties=species:S:1:pos:R:3 method="wB97M-V/def2-TZVPD" energy_ha=-3135.396743 charge=-1 gap_ev=7.37 homo_ev=-5.01 lumo_ev=2.36
O 4.070 4.813 -0.764
P 3.468 5.131 -2.164
In 1.585 3.575 -2.885
C 1.982 1.394 -2.292
C 2.836 1.229 -1.023
C 3.092 -0.254 -0.562
C 2.400 -1.279 -1.520
C 1.603 -0.927 -2.785
N 1.403 0.433 -3.159
P -0.492 4.225 -1.498
O -1.009 5.834 -1.764
O -1.699 3.044 -1.941
S -0.006 3.869 0.375
H 4.481 5.221 -3.203
H 2.878 6.457 -2.051
H 1.299 3.656 -4.650
H 3.249 2.118 -0.444
H 3.675 -0.537 0.369
H 2.520 -2.396 -1.275
H 1.177 -1.789 -3.411
H -1.670 5.890 -2.492
H -1.141 2.246 -2.140
C -4.563 -1.823 2.960
O -3.151 -1.826 2.876
C -2.625 -3.012 2.292
C -1.403 -2.701 1.431
O -1.694 -2.050 0.195
C -2.204 -0.716 0.263
C -1.198 0.334 0.727
O -0.901 0.185 2.113
C 0.474 0.360 2.407
H -4.895 -2.468 3.778
H -4.885 -0.799 3.158
H -5.018 -2.141 2.016
H -3.377 -3.519 1.676
H -2.331 -3.678 3.113
H -0.938 -3.651 1.155
H -0.649 -2.146 1.992
H -3.125 -0.682 0.846
H -2.490 -0.464 -0.763
H -1.626 1.332 0.591
H -0.292 0.258 0.116
H 1.103 -0.217 1.720
H 0.655 -0.010 3.419
H 0.737 1.420 2.361
C -1.249 1.804 8.449
O 0.163 1.803 8.365
C 0.690 0.612 7.790
C 1.911 0.918 6.926
O 1.618 1.558 5.684
C 1.104 2.890 5.744
C 2.108 3.945 6.200
O 2.408 3.808 7.586
C 3.781 3.988 7.880
H -1.579 1.166 9.273
H -1.573 2.830 8.639
H -1.704 1.478 7.508
H -0.061 0.099 7.179
H 0.986 -0.046 8.616
H 2.377 -0.033 6.657
H 2.666 1.478 7.481
H 0.184 2.925 6.328
H 0.816 3.133 4.716
H 1.676 4.942 6.057
H 3.013 3.867 5.587
H 4.412 3.408 7.197
H 3.962 3.625 8.894
H 4.042 5.048 7.827
C 1.301 -1.592 -7.238
O 0.110 -2.164 -6.730
C -1.061 -1.450 -7.109
C -2.221 -2.407 -7.367
O -2.115 -3.163 -8.577
C -1.068 -4.130 -8.651
C -1.258 -5.351 -7.754
O -1.090 -5.012 -6.382
C -2.036 -5.637 -5.533
H 1.565 -0.699 -6.667
H 2.100 -2.331 -7.136
H 1.205 -1.350 -8.302
H -0.887 -0.848 -8.007
H -1.320 -0.783 -6.279
H -3.129 -1.810 -7.479
H -2.395 -3.066 -6.515
H -0.095 -3.662 -8.501
H -1.074 -4.482 -9.688
H -0.499 -6.102 -7.999
H -2.248 -5.782 -7.939
H -3.052 -5.532 -5.927
H -2.000 -5.140 -4.561
H -1.787 -6.694 -5.404